{"formula": "C8H14N4", "method": "wB97M-V/def2-TZVPD", "elements": ["N", "N", "N", "N", "C", "C", "C", "C", "C", "C", "C", "C", "H", "H", "H", "H", "H", "H", "H", "H", "H", "H", "H", "H", "H", "H"], "coordinates": [[-1.492, 0.798, 0.983], [-2.876, -0.336, -0.700], [0.602, -0.029, 0.002], [2.185, -1.488, -0.062], [2.796, -0.305, -0.266], [1.845, 0.675, -0.232], [-0.621, 0.667, -0.216], [1.985, 2.223, -0.271], [-3.057, 0.443, 0.473], [0.838, -1.347, 0.138], [-0.171, -2.413, 0.330], [-1.784, -0.252, -1.275], [-0.566, 1.712, -0.733], [-3.682, 1.314, 0.317], [-1.263, -2.100, 0.425], [-1.601, -0.716, -2.237], [1.674, 2.822, 0.520], [-1.421, 1.800, 1.154], [2.826, -2.265, -0.120], [3.849, -0.061, -0.449], [-1.060, 0.160, 1.620], [-3.557, -0.132, 1.352], [0.159, -2.956, 1.144], [2.997, 2.318, -0.203], [-0.068, -3.052, -0.472], [1.464, 2.519, -1.221]], "forces_ev_per_a": [[-0.553, 1.006, -2.897], [-0.641, 1.125, 0.547], [1.772, 1.645, -0.387], [-0.781, -0.522, 0.296], [-0.404, 3.429, -0.335], [-0.666, 0.297, 1.251], [-3.123, -0.334, -3.477], [-2.440, -3.184, -2.563], [-0.124, -2.604, 1.954], [1.141, 0.367, -1.010], [-1.188, 2.177, 0.053], [1.498, 1.055, 2.010], [0.671, -2.135, 1.039], [0.541, 0.600, -0.169], [1.763, -0.272, -0.019], [0.579, 0.105, -0.061], [-1.344, 0.434, 1.757], [-0.225, -0.218, 1.403], [-0.887, -1.065, 0.374], [-0.414, -0.951, 0.223], [-0.453, -0.059, 1.571], [1.109, 0.778, -1.538], [0.221, -1.307, 2.098], [2.936, 0.808, -0.888], [-0.156, -1.559, -1.963], [1.167, 0.385, 0.727]], "multiplicity": 1, "orbital_gap_ev": 10.145, "de_lowest_ev": 1.501, "homo_energy_ev": -17.19, "total_energy_ha": -531.5607, "total_charge": 2}